Entry 1:
12
Properties=species:S:1:pos:R:3:lowdin_charge:R:1 method="wB97M-V/def2-TZVPD" lumo_ha=0.036 total_charge=0 smiles="C=C[C@H](Cl)ON" homo_lumo_gap_ev=10.475 max_force_ev_per_a=3.92 energy_ev=-19265.3381
C -2.128 -0.805 -0.130 0.009
C -1.044 -0.498 0.538 -0.166
C 0.332 -0.086 -0.071 -0.733
Cl 1.386 -1.535 0.023 0.620
O 0.910 0.963 0.606 -0.210
N 1.834 1.625 -0.272 0.058
H -2.928 -1.290 0.407 0.052
H -2.366 -1.035 -1.191 0.082
H -0.961 -0.625 1.545 0.070
H 0.241 0.183 -1.100 0.095
H 2.400 2.220 0.327 0.095
H 2.324 0.883 -0.682 0.028

Entry 2:
45
Properties=species:S:1:pos:R:3:lowdin_charge:R:1 method="wB97M-V/def2-TZVPD" lumo_ha=-0.010 total_charge=0 homo_lumo_gap_ev=9.877 max_force_ev_per_a=3.27 energy_ev=-31200.2508
O 19.871 -7.016 -3.749 -0.025
H 20.587 -7.170 -4.364 0.062
H 20.293 -6.932 -2.934 -0.048
O 20.943 -4.482 -5.343 -0.068
H 21.559 -4.451 -4.586 -0.001
H 21.391 -4.999 -6.055 0.086
O 19.429 -2.621 0.309 -0.029
H 19.332 -2.373 1.244 0.106
H 19.713 -1.850 -0.182 0.099
O 18.265 -5.823 -1.695 -0.038
H 18.298 -6.786 -1.582 0.115
H 18.477 -5.525 -0.804 0.032
O 22.824 -4.896 -3.578 -0.021
H 23.239 -5.630 -4.026 0.069
H 22.086 -5.343 -3.177 -0.003
O 18.411 -5.434 -5.286 -0.058
H 19.290 -5.092 -5.444 -0.019
H 18.682 -6.103 -4.667 -0.010
O 20.161 -5.289 0.556 -0.025
H 19.301 -5.448 0.994 0.076
H 20.151 -4.362 0.434 -0.021
O 21.309 -6.478 -1.637 -0.022
H 20.933 -5.902 -0.984 -0.007
H 22.215 -6.310 -1.512 0.046
O 15.522 -5.886 -1.937 -0.046
H 15.377 -6.598 -2.543 0.043
H 16.475 -5.740 -1.821 -0.007
O 17.373 -2.418 -2.150 -0.064
H 17.191 -2.965 -1.370 -0.004
H 17.101 -2.966 -2.889 -0.012
O 21.900 -3.628 -1.151 -0.083
H 22.262 -2.998 -1.761 0.032
H 21.027 -3.869 -1.569 -0.016
O 17.238 -4.017 0.143 -0.058
H 16.717 -3.642 0.857 0.074
H 18.044 -3.453 0.212 -0.010
O 16.475 -4.243 -3.868 -0.034
H 15.977 -4.789 -3.300 -0.028
H 17.111 -4.793 -4.333 -0.002
O 19.634 -3.900 -2.536 -0.058
H 18.989 -3.185 -2.335 0.030
H 19.160 -4.693 -2.230 -0.025
O 18.624 -2.276 -5.320 0.005
H 18.957 -3.116 -5.152 -0.048
H 18.514 -2.113 -6.225 0.014

Entry 3:
56
Properties=species:S:1:pos:R:3:lowdin_charge:R:1 method="wB97M-V/def2-TZVPD" lumo_ha=-0.074 total_charge=+1 smiles="COC(=O)CCCCCCCC[C@@H](O)C[N+]1(C)CCOCC1" homo_lumo_gap_ev=11.463 max_force_ev_per_a=1.06 energy_ev=-27855.1827
C -4.339 -0.457 -2.045 -0.029
O -4.331 0.490 -0.983 -0.012
C -3.261 0.540 -0.207 -0.484
O -2.287 -0.167 -0.366 0.063
C -3.426 1.566 0.886 -0.080
C -2.112 1.898 1.588 -0.189
C -1.141 2.620 0.654 -0.209
C 0.274 2.689 1.224 -0.207
C 1.249 3.309 0.222 -0.206
C 2.719 3.047 0.553 -0.198
C 3.165 1.588 0.415 -0.189
C 2.996 1.022 -1.003 -0.130
C 1.752 0.135 -1.184 -0.358
O 1.451 -0.074 -2.548 -0.020
C 2.039 -1.251 -0.588 -0.063
N 0.856 -2.096 -0.249 -0.256
C -0.053 -2.177 -1.410 0.029
C 0.150 -1.536 0.935 -0.080
C -0.879 -2.514 1.505 -0.159
O -0.280 -3.736 1.856 -0.096
C 0.299 -4.349 0.737 -0.167
C 1.371 -3.450 0.106 -0.069
H -5.266 -0.296 -2.587 0.100
H -4.304 -1.473 -1.647 0.098
H -3.481 -0.299 -2.702 0.097
H -4.146 1.158 1.600 0.136
H -3.877 2.459 0.450 0.135
H -1.659 0.970 1.945 0.104
H -2.317 2.523 2.458 0.123
H -1.505 3.629 0.457 0.127
H -1.112 2.091 -0.302 0.103
H 0.597 1.679 1.485 0.091
H 0.274 3.274 2.144 0.126
H 1.088 4.387 0.196 0.121
H 1.029 2.934 -0.780 0.101
H 2.913 3.370 1.578 0.117
H 3.338 3.660 -0.104 0.116
H 2.623 0.972 1.134 0.094
H 4.220 1.543 0.689 0.116
H 2.931 1.854 -1.707 0.123
H 3.873 0.438 -1.288 0.125
H 0.895 0.604 -0.682 0.130
H 1.474 0.766 -3.020 0.110
H 2.628 -1.790 -1.334 0.156
H 2.640 -1.134 0.315 0.140
H -0.738 -3.012 -1.304 0.106
H 0.527 -2.296 -2.321 0.119
H -0.639 -1.264 -1.482 0.095
H -0.369 -0.622 0.645 0.099
H 0.895 -1.324 1.706 0.152
H -1.293 -2.101 2.426 0.146
H -1.700 -2.665 0.792 0.130
H 0.772 -5.265 1.095 0.145
H -0.473 -4.624 0.004 0.129
H 1.773 -3.923 -0.790 0.150
H 2.175 -3.322 0.835 0.149

Entry 4:
19
Properties=species:S:1:pos:R:3:lowdin_charge:R:1 method="wB97M-V/def2-TZVPD" lumo_ha=0.019 total_charge=0 homo_lumo_gap_ev=9.602 max_force_ev_per_a=4.39 energy_ev=-19629.3846
C -0.023 -1.566 0.991 -0.120
C -0.395 -0.396 0.146 -0.877
C 0.401 -0.428 -1.102 -0.338
C -0.120 0.893 0.912 -0.533
H -0.335 -1.270 2.167 0.156
H 1.301 -1.803 0.799 0.169
H -0.540 -2.474 0.497 0.085
H -2.111 -1.459 -1.267 -0.033
H -0.163 -1.237 -1.682 0.106
H 1.378 -0.838 -0.845 0.081
H 0.757 1.592 -1.415 0.039
H -0.422 0.865 -2.481 0.089
H 1.549 2.035 1.527 0.127
H 1.896 0.539 0.649 0.069
H -1.925 1.925 1.129 0.071
N 0.545 0.801 -2.010 0.019
N 1.238 1.222 0.955 0.091
N -0.818 1.925 1.327 0.070
S -2.214 -0.324 -0.298 0.732